(1)
Entry from OMol25: a structure of composition C43H34ClN5O2PSr (wB97M-V/def2-TZVPD).

## Properties
- HOMO level: -3.448 eV
- Charge: -1
- Total energy: -2915.73304 a.u.
- Relative energy (zero: lowest compared OMol25 entry of this formula, charge and spin): 0.693 eV
- F_max: 0.4 eV/Å

```
87
Properties=species:S:1:pos:R:3:mulliken_charge:R:1
Sr -0.293 -0.453 -1.235 0.84
O 2.313 -1.466 1.738 -0.60
C 1.868 -1.761 0.611 -0.06
N 0.711 -2.297 0.236 -0.24
C -0.145 -2.765 1.258 -0.02
C 0.372 -3.489 2.332 -0.16
C -0.434 -3.951 3.360 -0.92
C -1.787 -3.672 3.327 -0.80
C -2.331 -2.959 2.268 -0.91
C -1.540 -2.496 1.203 -0.50
N -2.002 -1.714 0.127 1.54
C -3.309 -1.614 -0.112 -0.50
O -4.281 -2.102 0.485 -0.80
C -3.694 -0.772 -1.331 0.63
C -4.943 -1.012 -1.901 -0.76
C -5.371 -0.200 -2.930 -0.49
C -4.544 0.826 -3.373 -0.71
C -3.307 0.967 -2.774 -0.74
N -2.885 0.190 -1.772 0.53
C 2.813 -1.439 -0.528 0.78
C 4.047 -2.083 -0.570 -0.76
C 4.939 -1.742 -1.566 -0.55
C 4.579 -0.761 -2.488 -0.79
C 3.329 -0.184 -2.375 -0.75
N 2.457 -0.516 -1.419 0.66
H 1.437 -3.673 2.358 0.41
H -0.001 -4.513 4.180 0.36
H -2.438 -4.012 4.124 0.37
H -3.387 -2.753 2.245 0.52
H -5.539 -1.821 -1.507 0.55
H -6.337 -0.365 -3.393 0.40
H -4.839 1.486 -4.178 0.40
H -2.611 1.730 -3.108 0.48
H 4.283 -2.821 0.184 0.53
H 5.905 -2.227 -1.631 0.42
H 5.247 -0.459 -3.283 0.43
H 2.993 0.564 -3.084 0.47
N -1.722 2.176 0.348 -0.20
C -1.013 3.378 0.502 -0.15
C -1.600 4.614 0.248 -0.61
C -0.857 5.777 0.364 -0.59
C 0.473 5.727 0.757 -0.89
C 1.064 4.499 1.017 -0.28
C 0.346 3.316 0.882 0.74
P 1.013 1.629 1.103 1.36
C 2.814 1.853 1.107 0.21
C 3.612 1.275 2.090 -0.62
C 4.996 1.334 1.988 -0.64
C 5.592 1.965 0.907 -0.54
C 4.801 2.532 -0.084 -0.82
C 3.421 2.469 0.011 -0.29
C 0.556 1.337 2.847 -0.55
C 0.781 2.295 3.842 -0.28
C 0.388 2.050 5.144 -0.74
C -0.247 0.852 5.466 -0.61
C -0.480 -0.097 4.488 -0.69
C -0.074 0.145 3.178 0.57
H -2.649 2.255 -0.040 0.27
H -1.719 1.564 1.154 0.04
H -2.647 4.656 -0.027 0.42
H -1.326 6.733 0.164 0.38
H 1.050 6.637 0.853 0.41
H 2.108 4.455 1.303 0.41
H 3.152 0.746 2.914 0.32
H 5.607 0.870 2.752 0.41
H 6.671 2.004 0.828 0.38
H 5.261 3.013 -0.940 0.39
H 2.806 2.895 -0.774 0.56
H 1.264 3.231 3.589 0.37
H 0.569 2.793 5.911 0.39
H -0.560 0.667 6.487 0.38
H -0.970 -1.035 4.717 0.50
H -0.232 -0.617 2.426 0.32
Cl -4.381 -4.747 -3.359 -0.31
C -3.057 -3.621 -3.564 0.36
C -1.888 -3.771 -2.846 -0.98
C -0.855 -2.858 -3.011 0.44
C -0.958 -1.735 -3.870 0.61
C 0.052 -0.729 -3.935 -1.73
C -2.181 -1.636 -4.589 -0.73
C -3.195 -2.554 -4.447 -0.61
H -1.778 -4.590 -2.147 0.38
H 0.063 -3.034 -2.453 0.40
H 0.024 -0.053 -4.784 0.33
H 1.058 -1.082 -3.704 0.51
H -2.312 -0.807 -5.276 0.35
H -4.112 -2.446 -5.014 0.42
```

(2)
Entry from OMol25: a cluster of 3 separate species, C19H25Cl2F16N2O4 in total (wB97M-V/def2-TZVPD).

## Properties
- HOMO level: -12.601 eV
- Charge: +1
- Total energy: -3667.36009 a.u.
- Relative energy (zero: lowest compared OMol25 entry of this formula, charge and spin): 0.000 eV
- F_max: 0.6 eV/Å

```
68
Properties=species:S:1:pos:R:3:mulliken_charge:R:1
C -1.313 1.504 1.111 -0.19
C -2.245 0.456 1.674 0.53
Cl -2.975 0.921 3.171 -0.18
C -2.578 -0.709 1.091 -0.52
Cl -3.854 -1.634 1.845 -0.14
C -2.101 -1.385 -0.209 1.32
N -3.214 -1.269 -1.154 -0.68
C -1.740 -2.872 0.102 -0.86
C -0.582 -3.011 1.094 -0.88
N 0.220 -1.740 1.174 0.06
C 0.469 -1.080 -0.152 -1.51
C -0.838 -0.896 -0.963 1.07
C -0.890 0.426 -1.759 -1.38
O -0.314 0.254 -3.046 -0.32
O -1.263 -0.446 -3.873 -0.41
H -1.721 1.905 0.181 0.23
H -1.257 2.349 1.800 -0.05
H -0.287 1.166 0.970 -0.02
H -2.939 -1.597 -2.075 0.28
H -3.997 -1.839 -0.851 0.39
H -1.450 -3.329 -0.851 0.33
H -2.606 -3.419 0.468 0.51
H -0.907 -3.243 2.112 0.42
H 0.106 -3.804 0.787 0.38
H 1.116 -1.950 1.613 0.41
H -0.253 -1.072 1.790 0.47
H 1.185 -1.715 -0.680 0.18
H 0.968 -0.127 0.039 0.44
H -0.766 -1.640 -1.763 -0.09
H -1.926 0.768 -1.845 0.60
H -0.302 1.227 -1.302 0.26
H -0.814 -1.296 -3.968 0.38
C 3.996 -4.949 -3.693 -0.74
C 4.125 -5.187 -2.180 0.90
C 3.210 -6.229 -1.524 0.06
F 1.913 -5.858 -1.634 -0.19
F 3.511 -6.291 -0.210 -0.26
F 4.004 -4.011 -1.519 -0.26
F 5.385 -5.656 -1.986 -0.32
O 3.219 -3.826 -4.079 -0.36
C 1.894 -3.907 -4.357 0.53
C 1.105 -3.014 -3.393 0.40
F 1.256 -3.422 -2.111 -0.26
F -0.234 -3.107 -3.675 -0.38
F 1.426 -5.161 -4.338 -0.27
F 1.678 -3.403 -5.588 -0.30
H 5.004 -4.700 -4.020 0.40
H 3.691 -5.853 -4.220 0.34
H 3.349 -7.214 -1.974 0.29
H 1.418 -1.971 -3.480 0.38
C -0.885 5.057 3.855 -0.67
C -0.889 6.229 4.851 0.76
C -1.916 7.352 4.658 0.10
F -1.697 8.002 3.500 -0.22
F -1.778 8.231 5.669 -0.26
F 0.347 6.753 4.946 -0.27
F -1.206 5.669 6.055 -0.32
O 0.089 5.085 2.822 -0.38
C -0.160 5.645 1.601 0.78
C 0.855 6.748 1.272 0.21
F 0.762 7.736 2.175 -0.23
F 0.566 7.243 0.052 -0.26
F -1.419 6.079 1.475 -0.29
F 0.007 4.674 0.659 -0.29
H -0.608 4.194 4.458 0.43
H -1.884 4.866 3.459 0.34
H -2.934 6.955 4.668 0.30
H 1.869 6.343 1.274 0.25
```

(3)
Entry from OMol25: a structure of composition C49H52BIN5O2Ru (wB97M-V/def2-TZVPD).

## Properties
- HOMO level (spin up / spin down): -5.515 / -6.727 eV
- Total energy: -2740.22673 a.u.
- 2S+1: 2
- F_max: 0.9 eV/Å

```
111
Properties=species:S:1:pos:R:3:mulliken_charge:R:1
Ru -0.436 0.770 1.695 -0.33
I -0.117 2.943 3.267 0.02
C -0.926 1.918 4.892 0.74
C -0.931 2.491 6.126 -0.60
C -1.552 1.799 7.189 -0.60
C -2.150 0.596 6.956 -0.89
C -2.147 0.003 5.667 0.75
C -2.780 -1.242 5.435 -1.03
C -2.739 -1.793 4.188 -1.48
C -2.054 -1.148 3.136 -0.04
C -1.420 0.069 3.283 0.78
C -1.496 0.663 4.588 0.41
H -0.475 3.459 6.294 0.40
H -1.554 2.235 8.179 0.39
H -2.642 0.065 7.764 0.38
H -3.283 -1.739 6.256 0.38
H -3.219 -2.747 3.998 0.48
H -2.007 -1.658 2.181 0.36
O -0.097 -2.595 -0.656 -0.84
C 0.154 -1.662 0.082 0.50
O 0.011 -0.358 -0.414 2.37
C 0.603 -1.772 1.444 -0.33
C 0.773 -3.091 1.951 -1.15
C 1.339 -3.287 3.159 -1.42
C 1.820 -2.155 3.898 1.11
C 2.492 -2.294 5.121 -0.82
C 2.965 -1.198 5.804 -0.74
C 2.789 0.078 5.260 -0.83
C 2.128 0.240 4.064 -0.58
C 1.609 -0.862 3.370 -0.28
N 0.911 -0.663 2.190 1.17
H 0.442 -3.912 1.329 0.54
H 1.470 -4.282 3.568 0.41
H 2.634 -3.293 5.520 0.43
H 3.480 -1.322 6.748 0.40
H 3.178 0.946 5.777 0.44
H 2.015 1.220 3.628 0.25
N -3.275 3.513 0.161 0.16
C -2.194 4.341 -0.029 -0.94
C -1.102 3.543 0.085 -1.16
N -1.498 2.244 0.336 1.55
C -2.812 2.267 0.374 -1.32
H -4.244 3.771 0.096 0.26
H -2.300 5.390 -0.240 0.45
H -0.060 3.805 -0.004 0.64
H -3.451 1.413 0.533 0.43
C -3.183 -1.542 -0.342 -1.07
C -2.880 -1.432 -1.835 1.87
C -3.754 -2.390 -2.646 -1.91
C -3.037 -0.005 -2.318 0.20
C -4.300 0.582 -2.271 -0.15
C -4.515 1.862 -2.747 -1.82
C -3.457 2.575 -3.289 -0.44
C -2.175 2.040 -3.345 1.45
C -1.075 2.859 -4.009 0.73
C -1.280 2.887 -5.529 -1.74
C -0.993 4.295 -3.493 -1.38
C -1.969 0.740 -2.838 -0.14
N -0.660 0.167 -2.862 0.57
B 0.214 -0.257 -1.807 -0.42
N 1.450 -0.597 -2.422 0.46
C 1.298 -0.448 -3.802 -1.18
C 0.056 -0.004 -4.064 -1.21
C 2.653 -1.008 -1.772 0.10
C 3.075 -2.341 -1.864 0.60
C 4.254 -2.700 -1.218 -0.52
C 4.980 -1.775 -0.488 -1.77
C 4.539 -0.466 -0.399 -0.29
C 3.373 -0.057 -1.037 0.39
C 2.953 1.400 -0.977 2.40
C 2.916 1.940 0.452 -1.16
C 3.867 2.249 -1.865 -1.99
C 2.301 -3.377 -2.658 1.24
C 2.078 -4.663 -1.862 -1.60
C 3.016 -3.686 -3.977 -1.53
H -2.951 -2.546 0.021 0.51
H -4.238 -1.343 -0.131 0.50
H -2.584 -0.833 0.231 -0.56
H -1.850 -1.741 -1.977 -0.47
H -4.818 -2.180 -2.507 0.35
H -3.572 -3.419 -2.330 0.46
H -3.532 -2.316 -3.712 0.42
H -5.131 0.012 -1.872 0.39
H -5.508 2.296 -2.720 0.41
H -3.633 3.569 -3.686 0.33
H -0.118 2.385 -3.795 -0.07
H -2.189 3.443 -5.775 0.37
H -1.388 1.889 -5.954 0.37
H -0.439 3.381 -6.021 0.43
H -1.892 4.867 -3.737 0.29
H -0.147 4.806 -3.960 0.50
H -0.855 4.320 -2.415 0.12
H 2.093 -0.681 -4.491 0.55
H -0.395 0.200 -5.018 0.58
H 4.602 -3.724 -1.277 0.36
H 5.891 -2.075 0.015 0.39
H 5.116 0.252 0.171 0.41
H 1.942 1.479 -1.382 -1.05
H 3.893 1.878 0.936 0.35
H 2.205 1.383 1.063 -0.02
H 2.625 2.994 0.449 0.46
H 4.895 2.228 -1.492 0.36
H 3.535 3.290 -1.880 0.44
H 3.875 1.876 -2.891 0.38
H 1.321 -2.959 -2.883 -0.24
H 3.018 -5.184 -1.669 0.39
H 1.437 -5.343 -2.428 0.43
H 1.590 -4.450 -0.911 0.23
H 3.994 -4.136 -3.787 0.34
H 3.178 -2.785 -4.572 0.29
H 2.431 -4.388 -4.575 0.44
```

(4)
Entry from OMol25: a structure of composition C31H26F3N3O6SSbTc in a non-equilibrium geometry (wB97M-V/def2-TZVPD).

## Properties
- HOMO level (spin up / spin down): -15.998 / -15.995 eV
- Charge: +3
- Total energy: -2830.55090 a.u.
- Relative energy (zero: lowest compared OMol25 entry of this formula, charge and spin): 1.426 eV
- 2S+1: 4
- F_max: 1.2 eV/Å

```
72
Properties=species:S:1:pos:R:3:mulliken_charge:R:1
Tc -1.890 0.264 2.188 0.24
O -3.632 2.641 5.099 -0.35
C -3.062 2.073 4.096 0.49
O -2.925 0.849 3.957 -0.47
C -2.514 2.993 3.041 0.32
C -2.412 4.368 3.093 -0.54
C -1.758 5.017 2.047 -0.90
C -1.218 4.270 1.004 -1.06
C -1.372 2.894 1.021 0.41
N -2.022 2.286 2.019 0.50
C -0.785 1.875 0.088 1.06
O -0.176 2.183 -1.012 -0.20
O -0.861 0.675 0.403 -0.08
H -3.938 2.008 5.778 0.44
H -2.818 4.914 3.935 0.63
H -1.655 6.094 2.057 0.51
H -0.673 4.763 0.207 0.49
H -0.182 3.128 -1.235 0.28
S -0.711 -1.007 -2.150 -0.27
Sb 1.606 -0.889 -1.800 2.08
C 2.016 -2.065 -3.486 0.72
C 1.445 -1.705 -4.712 -0.49
C 1.668 -2.515 -5.817 -0.82
C 2.426 -3.671 -5.688 -0.52
C 2.996 -4.011 -4.466 -0.67
C 2.783 -3.219 -3.347 -0.44
C 2.179 -2.074 -0.182 0.67
C 3.171 -1.674 0.711 -0.69
C 3.587 -2.573 1.686 -0.65
C 3.017 -3.836 1.758 -0.55
C 2.027 -4.220 0.861 -0.84
C 1.592 -3.337 -0.116 -0.59
C 2.505 0.991 -1.926 0.82
C 2.641 1.553 -3.191 -0.71
C 3.210 2.817 -3.303 -0.66
C 3.629 3.497 -2.167 -0.60
C 3.499 2.917 -0.908 -0.91
C 2.931 1.657 -0.779 -0.32
H 0.826 -0.821 -4.812 0.37
H 1.237 -2.246 -6.772 0.42
H 2.555 -4.324 -6.540 0.42
H 3.615 -4.894 -4.383 0.43
H 3.229 -3.496 -2.401 0.41
H 3.648 -0.707 0.640 0.45
H 4.370 -2.288 2.376 0.47
H 3.342 -4.528 2.524 0.44
H 1.592 -5.209 0.919 0.46
H 0.814 -3.635 -0.809 0.46
H 2.332 1.022 -4.083 0.34
H 3.342 3.258 -4.283 0.46
H 4.076 4.478 -2.263 0.45
H 3.865 3.436 -0.031 0.47
H 2.837 1.210 0.204 0.35
F 0.151 0.398 3.131 -0.34
C 0.244 -0.793 3.974 0.84
F -0.547 -0.516 4.996 -0.22
F 1.474 -0.877 4.349 -0.19
C -0.285 -1.971 3.117 0.54
O 0.263 -3.020 3.145 -0.44
O -1.365 -1.625 2.417 -0.45
C -4.101 1.241 -0.593 -0.97
C -4.409 0.134 0.352 0.44
N -3.660 -0.305 1.369 0.50
C -4.326 -1.397 1.940 -0.74
C -5.470 -1.599 1.260 -0.59
N -5.501 -0.627 0.278 -0.06
H -3.717 2.109 -0.060 0.16
H -4.998 1.552 -1.126 0.50
H -3.365 0.916 -1.333 0.16
H -3.906 -1.961 2.754 0.50
H -6.256 -2.322 1.390 0.43
H -6.232 -0.521 -0.411 0.22
```